Formula: C17H34NO7S
Source: the OMol25 dataset
Level of theory: ωB97M-V/def2-TZVPD

Values from the calculation:
- total charge = +1
- Kohn-Sham gap (eV) = 7.8
- total energy (eV) = -44821.96859

```
60
C17H34NO7S (ωB97M-V/def2-TZVPD)
C 3.41 -1.32 1.19
C 3.11 -0.95 -0.15
S 2.37 -0.34 -1.77
N 3.71 0.27 -2.77
C 1.61 -1.84 -2.60
C 0.09 -1.44 -3.09
C -1.08 -2.50 -2.65
C -1.72 -2.26 -1.16
C -2.00 -0.69 -0.77
O -2.51 0.15 -1.86
C -2.26 1.60 -1.60
C -1.31 2.27 -2.78
H 3.55 -1.71 2.31
H 3.33 0.53 -3.71
H 4.01 1.18 -2.31
H 2.26 -2.05 -3.57
H 1.66 -2.83 -1.97
H -0.11 -0.32 -2.79
H 0.11 -1.46 -4.28
H -0.57 -3.58 -2.62
H -1.91 -2.57 -3.48
H -1.13 -2.79 -0.28
H -2.79 -2.79 -1.17
H -0.95 -0.24 -0.41
H -2.78 -0.60 0.13
H -1.71 1.80 -0.58
H -3.25 2.24 -1.57
H -1.34 1.53 -3.72
H -1.69 3.34 -3.11
H -0.18 2.33 -2.43
C 6.19 0.79 1.13
C 5.79 2.10 1.79
O 5.97 2.04 3.21
C 7.24 2.16 3.65
O 8.23 2.33 2.96
O 7.24 2.04 5.00
C 8.54 2.05 5.59
H 5.66 -0.04 1.59
H 5.98 0.82 0.06
H 7.26 0.60 1.26
H 4.73 2.29 1.61
H 6.35 2.95 1.37
H 9.11 2.93 5.28
H 9.07 1.13 5.33
H 8.42 2.09 6.68
C -5.42 -1.76 -0.75
C -6.92 -1.68 -0.99
O -7.63 -1.65 0.25
C -7.63 -0.46 0.90
O -7.08 0.57 0.51
O -8.31 -0.60 2.06
C -8.30 0.56 2.89
H -5.18 -2.61 -0.10
H -4.88 -1.88 -1.70
H -5.04 -0.86 -0.25
H -7.25 -2.58 -1.52
H -7.18 -0.82 -1.62
H -8.64 1.44 2.34
H -7.29 0.72 3.29
H -8.98 0.39 3.72
```